[1]
The following is a DFT calculation (ωB97M-V/def2-TZVPD) of a cluster of 2 separate species, C3H11N2OS in total.

Last column: Mulliken charge in e.
CARTESIAN COORDINATES (ANGSTROEM)
1 C -0.138 -0.038 0.235  0.194
2 N 0.377 1.105 -0.513  -1.192
3 S -1.464 -1.064 -2.005  -1.041
4 C -0.276 0.335 1.691  -2.706
5 H -1.984 -1.343 0.226  0.296
6 O 3.028 -0.122 0.206  -0.611
7 H 2.737 -0.754 0.872  0.424
8 H -1.212 0.903 1.771  0.160
9 H -0.214 1.930 -0.403  0.632
10 H -2.217 0.394 -0.199  0.622
11 H 2.149 0.058 -0.189  0.242
12 H 0.699 -0.863 -0.037  0.374
13 N 0.862 0.979 2.382  -0.451
14 H -0.553 -0.535 2.333  0.265
15 H 1.689 0.968 1.759  0.308
16 C -1.521 -0.407 -0.304  -1.056
17 H 0.490 0.776 -1.482  0.208
18 H 0.656 1.972 2.508  1.330

Atomic forces in eV per Å
C 0.8 -0.7 -0.8
N 1.0 0.0 -0.3
S 0.0 0.2 -0.7
C 0.2 -0.8 1.7
H 0.9 1.9 -0.1
O -0.4 -0.3 -0.2
H 0.4 -0.2 0.4
H 0.4 0.6 0.0
H 0.1 -0.3 -0.3
H -0.3 0.8 0.1
H 0.6 0.8 -0.1
H -2.5 1.1 1.0
N 0.3 0.2 -0.8
H 0.1 0.0 -0.9
H -0.7 0.1 0.4
C -0.1 -3.9 0.3
H -0.7 0.7 0.3
H -0.1 0.0 0.0

Its expectation value of S² is 0.7505. Its total charge is -2. The spin multiplicity is 2. For the frontier orbital gap (spin up / spin down), the calculation gives 2.013 / 6.010 eV. The calculation puts the LUMO energy (spin up / spin down) at 0.2241 / 0.2246 Eh. For the HOMO energy (spin up / spin down), the calculation gives 4.09 / 0.10 eV. The calculation puts the energy relative to the best compared isomer or geometry (same formula, charge and spin) at 0.00 kcal per mole.

[2]
The following is a DFT calculation (ωB97M-V/def2-TZVPD) of the molecule C4H8O3.

Last column: Mulliken charge in e.
CARTESIAN COORDINATES (ANGSTROEM)
1 H -0.101 -1.248 -1.034  0.347
2 H 1.555 1.571 0.980  0.366
3 H -2.475 -0.657 -1.069  0.260
4 C 0.051 -0.896 -0.013  -0.739
5 H 2.948 0.280 -0.751  0.339
6 C -1.206 -0.343 0.579  -0.135
7 O 1.536 0.562 1.216  -0.565
8 H 0.423 -1.727 0.592  0.318
9 H -3.259 0.073 0.416  0.274
10 C -2.356 -0.263 -0.069  -0.691
11 O 2.215 -0.351 -0.780  -0.493
12 H -0.106 1.389 -1.064  0.291
13 C 1.174 0.136 -0.027  0.749
14 H -1.121 -0.009 1.605  0.279
15 O 0.723 1.484 -0.580  -0.599

Atomic forces in eV per Å
H 0.0 0.0 0.0
H 0.1 -2.3 1.5
H 0.1 0.1 -0.2
C 0.3 0.3 -0.1
H -0.1 0.0 0.1
C 0.1 -0.1 0.0
O 0.7 2.4 0.1
H 0.0 0.0 -0.1
H 0.0 0.2 0.1
C -0.2 -0.4 0.1
O 0.0 -0.1 -0.1
H 0.0 0.0 0.0
C -1.1 1.6 -1.2
H -0.1 0.1 0.1
O 0.2 -1.7 -0.4

Its total charge is 0. As for the SMILES: C=CCC(O)(O)O. For the frontier orbital gap, the calculation gives 10.870 eV. The calculation puts the LUMO energy at 0.0280 Eh. For the HOMO energy, the calculation gives -10.11 eV. The calculation puts the energy relative to the best compared isomer or geometry (same formula, charge and spin) at 37.87 kcal per mole.

[3]
The following is a DFT calculation (ωB97M-V/def2-TZVPD) of a cluster of 2 separate species, C2H6N3S2 in total.

Last column: Mulliken charge in e.
CARTESIAN COORDINATES (ANGSTROEM)
1 H 2.221 -0.778 -0.368  0.270
2 S 0.535 0.061 2.135  -0.127
3 N -1.852 -1.397 -0.378  0.133
4 H -0.965 0.804 0.564  0.425
5 H 1.822 -0.441 -2.009  0.269
6 N -0.777 -1.341 -0.731  -0.149
7 C 0.056 0.945 0.564  -0.689
8 H -0.344 0.727 2.937  0.199
9 N 1.662 -0.246 -1.039  -0.248
10 S -3.409 -1.484 -0.092  0.067
11 H 0.563 1.953 0.767  0.396
12 H -0.071 0.736 -1.619  0.362
13 C 0.558 0.461 -0.730  0.093

Atomic forces in eV per Å
H -0.2 0.6 0.0
S 0.1 -0.3 -0.2
N 0.1 -0.2 -1.0
H -2.3 1.0 -0.3
H 0.1 -0.1 -0.4
N -2.0 -0.8 0.9
C 3.6 0.4 1.7
H 0.3 -0.1 -0.6
N -2.2 1.9 1.4
S 1.0 0.1 0.2
H -1.5 -0.8 -0.8
H 1.0 0.1 0.9
C 2.0 -1.7 -1.6

Its total charge is +1. For the frontier orbital gap, the calculation gives 8.134 eV. The calculation puts the LUMO energy at -0.1999 Eh. For the HOMO energy, the calculation gives -13.57 eV. The calculation puts the energy relative to the best compared isomer or geometry (same formula, charge and spin) at 62.60 kcal per mole.